(1)
77
Properties=species:S:1:pos:R:3 method="wB97M-V/def2-TZVPD" spin_multiplicity=2 total_energy_ha=-3969.701032 e_above_lowest_kj_mol=0.0 gap_ev="7.267 / 7.053"
F 4.397 0.971 0.949
F 3.387 3.771 -2.712
C -3.041 1.638 3.819
H 3.247 -3.304 -0.059
C -3.529 3.122 1.990
C -3.101 0.125 -0.572
H 1.445 -3.205 -5.789
S -0.803 0.729 -2.672
C 4.658 3.274 1.143
C -1.042 -4.419 -1.186
C 4.149 4.694 -0.713
P -1.423 -0.365 -1.045
H 1.375 -4.732 -4.907
H -2.074 3.169 0.407
C -2.587 -3.787 -2.919
F 5.061 3.127 2.410
C 2.225 -2.378 -1.675
C 3.880 2.296 -0.936
C 3.812 3.579 -1.460
F 4.065 5.917 -1.241
C -3.834 1.044 -1.308
C 1.140 0.862 2.405
C -1.597 -2.105 -1.514
H 2.147 -1.995 0.419
C 2.297 -0.717 3.804
C 2.955 0.327 4.436
C -1.517 1.805 1.964
N 1.524 -1.363 -2.169
H 3.672 0.119 5.220
C -5.115 1.393 -0.897
H -1.206 0.536 3.673
Ru 1.172 0.549 -1.340
C -3.641 -0.439 0.584
C -2.354 2.741 1.362
H -5.689 2.107 -1.473
H -5.325 -0.504 1.903
H 3.694 -1.608 -0.318
H 1.623 2.930 2.729
C 1.026 -3.701 -4.913
H -0.247 -2.789 -0.011
C 4.320 2.175 0.377
C 1.801 1.909 3.045
C 2.195 -3.450 -2.586
P -0.040 1.239 1.083
C -4.911 -0.077 0.998
H -2.992 -1.688 -3.097
C 2.706 1.640 4.057
H 2.495 -1.741 4.095
H -3.061 -1.150 1.161
H -3.304 1.214 4.780
H -4.791 2.871 3.706
C 2.869 -2.320 -0.332
C -5.650 0.836 0.254
C -0.194 -0.155 0.092
C 1.439 -3.022 -3.654
C 1.389 -0.450 2.787
H -1.994 -5.809 -2.512
S 3.395 0.869 -1.852
H -3.397 1.497 -2.190
H 3.233 2.453 4.539
H -4.178 3.851 1.521
S 0.753 2.639 -0.145
C 4.571 4.541 0.594
H 0.875 -1.253 2.273
C -1.862 1.254 3.196
C -1.882 -4.769 -2.231
C -2.445 -2.457 -2.562
C -3.873 2.570 3.216
H 2.662 -4.413 -2.471
H -0.061 -3.709 -5.010
C -0.900 -3.085 -0.822
N 1.067 -1.762 -3.369
H 0.427 -1.147 -3.853
H -0.490 -5.183 -0.652
F 4.896 5.610 1.323
H -3.250 -4.062 -3.730
H -6.644 1.116 0.579

(2)
97
Properties=species:S:1:pos:R:3 method="wB97M-V/def2-TZVPD" spin_multiplicity=2 total_energy_ha=-3056.392275 gap_ev="5.404 / 5.787" charge=+2
N -5.205 4.503 -2.207
C -2.525 1.970 1.521
C 3.821 -0.757 -1.913
C 3.781 -4.341 -1.541
H 1.768 -4.119 -2.214
H 1.091 -0.147 -3.382
N -4.173 1.215 -0.168
H 4.080 -4.903 -2.417
C 0.648 3.974 0.639
H -0.382 -0.079 6.089
F -3.227 -3.965 0.778
C -6.038 6.467 1.314
H 2.221 -1.447 -3.771
H 5.709 -0.517 -0.932
H -6.223 8.314 0.222
H 5.712 -4.469 -0.610
C -0.655 4.085 -1.345
C -1.252 -6.466 0.125
H -1.176 4.642 -2.113
H -5.738 7.299 -1.993
C -4.233 0.420 -1.304
C -1.283 -6.789 1.474
H -2.475 -1.502 1.202
C 2.683 0.284 0.337
C -6.016 7.254 0.143
C 4.635 -0.397 -0.862
C -5.747 6.706 -1.088
H 2.706 -2.421 1.638
C 1.595 -1.031 -2.985
H -5.129 0.319 -1.892
H 4.668 0.526 1.084
C 2.998 -2.949 0.730
C -5.498 5.330 -1.134
C -2.954 1.138 0.367
H 0.028 -3.953 2.770
H -1.497 1.759 1.779
B -3.316 -3.424 -0.494
C -1.349 -0.837 4.336
H -0.810 -6.152 3.469
H -0.456 -0.559 -1.754
C -0.056 4.732 -0.290
F -4.362 -2.517 -0.583
H 0.835 -1.764 -2.727
F -3.303 -4.356 -1.498
C 4.054 0.166 0.268
C -0.346 -4.308 0.668
Si 0.292 -2.702 0.043
F -2.044 -2.561 -0.731
H 5.007 -3.254 1.424
C -0.384 -0.129 5.008
N 0.044 1.963 -0.510
C 2.069 -3.180 -0.286
H -2.128 -1.358 4.876
N -5.255 3.304 -0.422
H -1.680 -7.745 1.791
H -0.817 1.076 -2.863
H 1.357 1.116 4.748
Re -0.218 -0.278 -0.199
N -0.393 -0.269 2.222
H -6.193 1.510 0.155
H -0.794 -4.982 -1.341
C -2.389 -1.706 2.261
C -1.217 2.065 -2.663
H 1.172 4.452 1.457
C 0.681 2.600 0.501
C 4.302 -3.416 0.617
C -0.344 -4.647 2.019
H -5.837 4.513 2.188
C 0.550 0.440 2.885
H -5.144 2.282 1.352
H -3.364 -1.543 2.725
C -1.342 -0.903 2.941
C -0.590 2.695 -1.460
C -5.264 2.056 0.297
H -2.605 3.032 1.269
N 1.885 -0.172 -0.664
H -2.687 -0.849 -2.169
H -0.105 5.810 -0.203
N -5.080 3.307 -1.776
C 2.440 -0.655 -1.809
C 0.588 0.531 4.261
C -3.027 -0.145 -1.433
C -5.535 4.562 0.026
C -5.801 5.110 1.285
Sb 2.021 1.632 1.883
H -1.045 2.703 -3.530
N -2.221 0.299 -0.385
H 4.245 -1.134 -2.833
C -0.781 -5.228 -0.283
H -6.259 6.944 2.260
H -3.144 1.783 2.402
H -2.298 1.980 -2.537
C 4.698 -4.101 -0.524
H -1.618 -7.165 -0.616
C -0.811 -5.889 2.418
H -2.180 -2.770 2.361
C 2.476 -3.890 -1.421

(3)
17
Properties=species:S:1:pos:R:3 method="wB97M-V/def2-TZVPD" spin_multiplicity=2 total_energy_ha=-304.905562 e_above_lowest_kj_mol=125.9 gap_ev="13.222 / 7.379" charge=+2
H -0.350 -1.608 -0.707
H -1.798 2.783 -1.459
H 2.085 -2.724 1.228
H -0.887 0.547 -1.365
H -1.543 2.951 0.291
H 1.840 -1.554 2.607
H -2.152 0.573 -0.361
N -1.200 0.993 -0.476
H 1.125 -0.806 -1.221
N 1.797 -1.792 1.606
O 0.210 -0.125 1.377
H 1.161 -2.489 -0.719
C 0.923 -1.059 0.901
H -0.622 0.546 0.311
C 0.692 -1.531 -0.544
C -1.162 2.481 -0.659
H -0.121 2.815 -0.809

(4)
14
Properties=species:S:1:pos:R:3 method="wB97M-V/def2-TZVPD" total_energy_ha=-600.881858 e_above_lowest_kj_mol=170.2 gap_ev=8.302 charge=+1
H 1.861 2.293 0.337
C -0.899 -0.902 1.947
H -0.556 -1.874 2.012
H -1.957 -0.924 1.750
C 0.014 -1.024 -1.365
C 0.779 1.997 0.399
H -0.820 -0.169 2.882
N 0.007 -1.317 -0.160
C 0.327 0.796 0.615
N -0.191 -0.348 0.848
H 0.274 2.565 -0.346
H -0.768 -0.671 -3.147
I 1.894 0.104 -3.234
C 0.035 -0.526 -2.538